The following is a DFT calculation (ωB97M-V with the def2-TZVPD basis set) of one molecule with the formula C6H13N in a non-equilibrium geometry.

ORCA input file:
```
! wB97M-V def2-TZVPD RIJCOSX def2/J DEFGRID3
* xyz 0 1
C 1.8546 -0.9586 2.7213
C 1.0113 0.0548 2.5291
C 0.1740 0.2852 1.2772
C 0.3651 -0.7841 0.2229
N -0.1074 -0.4049 -1.0974
C -1.1743 0.5002 -1.4134
C -1.3469 0.7922 -2.9134
H 2.1695 -1.1900 3.7372
H 2.2817 -1.6497 2.0128
H 0.8728 0.7653 3.3358
H -0.8538 0.3384 1.6522
H 0.4671 1.2611 0.8788
H 1.4350 -0.9237 0.0558
H -0.0077 -1.7477 0.5874
H 0.5616 -0.5293 -1.8423
H -2.1422 0.0869 -1.1075
H -1.2049 1.4484 -0.8441
H -2.3618 1.1996 -2.9595
H -1.3213 -0.0967 -3.5336
H -0.6725 1.5527 -3.2993
*
```

M ... 99.18 g/mol
Structure (SMILES) ... C=CCCNCC
Energy above the lowest of the compared OMol25 structures with the same formula, charge and spin ... 32.72 kcal per mole
Maximum force ... 1.30 eV Å⁻¹
Electronic energy ... -7921.41435 eV

natural (NBO) atomic charge list, values in e, 8 entries: -0.42, -0.15, -0.46, -0.20, -0.66, -0.20, -0.61, 0.20